ORCA calculation (the ωB97M-V functional and the def2-TZVPD basis) on a cluster of 3 separate species, C30H60NO12P2 in total.

The HOMO energy comes out at -11.82 eV. Its net charge is +1. Its energy above the lowest of the compared OMol25 structures with the same formula, charge and spin is 0.00 kJ/mol. Its calculated total energy is -2819.28135 a.u. As for the spin multiplicity: 1.

The geometry in XYZ format:
```
105
Properties=species:S:1:pos:R:3:forces:R:3:lowdin_charge:R:1
C 9.723 -3.651 -0.064 -0.10 0.11 -0.23 -0.0662
C 10.045 -2.323 -0.753 0.33 -0.50 0.35 -0.2581
O 8.902 -1.473 -0.805 -0.03 -0.22 -0.29 -0.1488
C 8.332 -1.468 -2.099 -0.11 0.13 0.48 -0.1877
C 6.906 -0.952 -2.018 0.48 0.22 0.49 -0.1008
O 6.890 0.127 -1.042 -0.52 0.02 -0.16 -0.0298
C 5.768 0.884 -1.131 0.57 0.42 -0.51 -0.4134
O 5.696 1.828 -1.865 -0.32 -0.30 0.39 0.1950
C 4.675 0.457 -0.177 -0.01 -0.17 0.41 0.0023
C 5.079 -0.331 0.903 0.14 0.00 -0.23 0.0598
C 4.162 -0.752 1.824 0.07 -0.15 0.31 -0.0019
N 2.889 -0.368 1.682 -0.21 0.07 -0.11 0.1258
C 2.465 0.379 0.659 -0.34 0.25 -0.24 0.0169
C 3.322 0.813 -0.330 1.04 0.09 -0.59 -0.0930
C 2.862 1.624 -1.511 -1.35 -0.16 0.23 -0.0979
C 1.387 1.383 -1.955 0.62 0.70 -0.41 -0.1719
C 1.264 0.527 -3.224 -0.43 -0.47 0.29 -0.1678
C 1.109 -1.018 -3.060 0.52 0.66 -0.15 -0.1796
C 1.160 -1.591 -1.644 -0.23 -1.25 -0.98 -0.2123
C 0.701 -3.078 -1.676 -0.39 0.93 1.25 -0.1721
C -0.803 -3.087 -1.365 0.16 0.28 -0.92 -0.2626
O -1.437 -4.333 -1.507 0.06 0.12 0.49 -0.1771
C -0.790 -5.361 -0.769 -0.30 -0.40 -0.33 -0.1124
H 10.588 -4.017 0.488 -0.02 -0.03 0.02 0.0748
H 8.895 -3.490 0.626 0.10 -0.05 0.14 0.0724
H 9.430 -4.429 -0.770 -0.07 0.03 -0.01 0.0701
H 10.441 -2.510 -1.755 -0.04 0.14 -0.05 0.1163
H 10.842 -1.826 -0.198 -0.21 0.30 0.04 0.1186
H 8.931 -0.823 -2.749 -0.02 -0.14 -0.18 0.1390
H 8.281 -2.496 -2.472 0.09 0.12 -0.37 0.1348
H 6.601 -0.538 -2.980 -0.14 -0.24 -0.07 0.1381
H 6.234 -1.735 -1.656 -0.09 0.00 -0.17 0.1323
H 6.117 -0.622 0.989 0.00 -0.01 0.04 0.1441
H 4.401 -1.380 2.668 -0.02 0.02 0.04 0.1487
H 2.191 -0.666 2.352 0.09 -0.05 0.12 0.1879
H 1.414 0.621 0.632 -0.02 -0.05 0.15 0.1455
H 3.479 1.466 -2.387 0.33 0.00 0.22 0.1097
H 2.953 2.678 -1.236 0.23 -0.02 0.00 0.1425
H 0.750 1.062 -1.135 -0.14 -0.11 -0.14 0.0849
H 1.024 2.377 -2.222 -0.17 -0.05 0.10 0.1121
H 0.394 0.887 -3.774 0.01 0.02 0.00 0.1080
H 2.121 0.724 -3.869 -0.01 0.13 0.03 0.1059
H 1.939 -1.481 -3.601 -0.10 -0.13 -0.03 0.1117
H 0.212 -1.325 -3.599 -0.12 -0.12 0.26 0.1105
H 2.201 -1.602 -1.317 -0.08 0.43 0.33 0.1025
H 0.487 -1.091 -0.945 0.29 0.31 0.09 0.0959
H 1.203 -3.562 -0.836 0.21 -0.46 -0.38 0.1014
H 0.913 -3.546 -2.635 0.10 -0.17 0.08 0.1258
H -0.993 -2.634 -0.379 0.14 -0.26 0.15 0.1131
H -1.262 -2.406 -2.089 -0.29 -0.17 0.03 0.1279
H -1.533 -6.099 -0.466 -0.14 0.09 -0.09 0.0907
H -0.081 -5.870 -1.426 0.24 0.02 0.25 0.0923
H -0.303 -5.007 0.144 0.06 0.15 -0.07 0.0863
O -6.068 -5.266 4.029 2.42 -1.35 0.78 -0.2082
P -5.185 -4.369 3.262 -3.55 3.26 -2.45 0.4953
O -5.264 -2.904 3.957 0.56 -0.48 0.00 -0.1958
C -4.715 -2.736 5.269 0.01 0.02 0.31 -0.2736
C -3.205 -2.886 5.304 0.05 -0.11 -0.14 -0.0867
O -6.027 -4.125 1.898 0.47 0.02 -0.03 -0.2311
C -7.274 -4.773 1.637 -0.40 -0.03 -0.01 -0.2688
C -8.439 -3.957 2.157 0.03 0.18 -0.01 -0.0690
O -3.759 -4.230 2.555 0.40 -1.39 1.47 -0.1962
C -3.527 -3.815 1.200 0.22 -0.10 -0.63 -0.2504
C -3.844 -2.359 0.943 -0.08 0.23 0.29 -0.0656
H -5.185 -3.448 5.952 -0.03 0.00 -0.04 0.1156
H -4.994 -1.734 5.592 -0.09 0.01 -0.12 0.1181
H -2.901 -3.904 5.050 0.00 0.01 0.05 0.0685
H -2.824 -2.661 6.301 -0.05 0.02 0.01 0.0787
H -2.734 -2.218 4.582 -0.02 0.05 0.03 0.0727
H -7.278 -5.782 2.044 0.09 0.06 0.19 0.1077
H -7.349 -4.871 0.552 0.15 0.08 -0.01 0.1182
H -8.286 -3.661 3.194 0.03 -0.17 0.05 0.0757
H -9.364 -4.530 2.089 0.00 0.01 -0.02 0.0798
H -8.553 -3.043 1.572 -0.02 -0.02 -0.01 0.0759
H -4.048 -4.475 0.511 -0.21 0.04 0.10 0.1219
H -2.462 -3.970 1.019 0.01 -0.15 0.26 0.0932
H -4.861 -2.097 1.223 -0.07 -0.13 -0.06 0.0725
H -3.717 -2.145 -0.119 0.07 -0.05 0.00 0.0810
H -3.179 -1.711 1.518 0.05 -0.02 -0.05 0.0768
O -1.086 4.397 -0.393 -1.91 -2.14 -0.08 -0.2398
P -2.230 5.333 -0.417 2.43 5.02 0.39 0.4826
O -2.163 6.144 -1.818 -0.38 -0.66 0.16 -0.1921
C -2.408 5.437 -3.041 -0.01 -0.15 -0.29 -0.2731
C -3.840 4.953 -3.169 -0.04 -0.03 0.19 -0.0798
O -1.752 6.493 0.613 -0.45 -0.17 0.01 -0.2269
C -0.531 6.428 1.343 0.34 0.10 0.05 -0.2775
C 0.609 7.059 0.568 -0.02 0.10 -0.09 -0.0702
O -3.773 5.484 -0.097 0.19 -2.08 -0.32 -0.1938
C -4.386 6.505 0.721 -0.45 0.24 0.52 -0.2381
C -4.345 7.880 0.099 0.13 0.01 -0.38 -0.0667
H -1.711 4.597 -3.119 0.03 0.04 0.04 0.1062
H -2.179 6.132 -3.848 0.06 0.10 0.11 0.1193
H -4.075 4.201 -2.411 0.00 -0.02 -0.05 0.0692
H -4.003 4.503 -4.148 0.04 0.03 -0.02 0.0809
H -4.540 5.776 -3.035 0.01 0.03 -0.06 0.0809
H -0.303 5.401 1.626 -0.04 -0.07 -0.18 0.1012
H -0.694 6.982 2.270 -0.13 0.03 -0.05 0.1193
H 0.661 6.671 -0.450 -0.01 -0.15 0.05 0.0732
H 1.561 6.867 1.066 -0.01 0.03 0.01 0.0758
H 0.467 8.138 0.495 0.02 0.00 0.01 0.0788
H -3.960 6.492 1.721 0.28 -0.02 -0.11 0.1148
H -5.426 6.197 0.831 0.06 -0.21 -0.15 0.1215
H -3.337 8.194 -0.160 0.07 -0.06 0.14 0.0704
H -4.757 8.605 0.802 -0.07 -0.05 0.01 0.0863
H -4.934 7.906 -0.819 -0.08 0.00 0.06 0.0813
```
Positions in Å, forces in eV/Å.

ORCA calculation (the ωB97M-V functional and the def2-TZVPD basis) on a structure of composition C30H61F6MnN2O7PS2.

Its expectation value of S² is 12.017. The HOMO energy (alpha / beta) comes out at -16.78 / -16.78 eV. Its net charge is +3. Its calculated total energy is -4702.58964 a.u. As for the spin multiplicity: 7.

The geometry in XYZ format:
```
110
Properties=species:S:1:pos:R:3:forces:R:3:lowdin_charge:R:1
Mn -1.430 2.985 -13.858 -2.47 -1.88 0.96 1.4985
O -4.279 0.729 -12.346 0.39 1.35 -0.71 0.1978
C -3.495 1.580 -12.935 3.33 0.17 -0.22 -0.7847
O -3.009 2.674 -12.497 -1.00 3.53 3.64 -0.1050
O -2.845 1.312 -13.926 1.56 -3.08 -5.51 -0.0173
H -4.581 1.324 -11.656 -1.10 -0.34 1.37 0.0365
C -6.675 7.377 -4.390 0.23 0.38 -1.35 -0.0733
C -6.728 6.740 -5.773 -1.20 -0.47 -0.90 -0.2718
C -5.426 6.672 -6.559 1.21 -1.35 1.91 -0.2118
C -5.533 5.810 -7.809 0.74 2.48 -0.71 -0.0797
N -4.230 5.930 -8.704 0.45 -0.59 -0.58 -0.1619
C -3.940 7.383 -9.207 -2.12 -0.95 0.15 -0.0691
C -3.581 7.251 -10.698 1.23 -0.90 -0.04 -0.1141
C -3.508 5.714 -11.044 -1.43 0.92 0.79 -0.1414
C -4.504 5.091 -10.015 1.80 0.48 0.81 -0.0758
C -2.911 5.493 -7.978 -2.18 -1.45 1.69 -0.0665
C -3.087 4.073 -7.348 -0.06 0.40 -1.41 -0.2529
C -1.837 3.539 -6.749 1.07 -0.08 0.54 -0.0976
H -5.941 6.834 -3.795 -0.09 0.44 0.31 0.0848
H -7.655 7.440 -3.916 0.14 -0.36 0.00 0.0869
H -6.410 8.403 -4.646 0.52 0.21 0.91 0.0800
H -7.303 7.341 -6.477 -0.79 0.30 0.38 0.1111
H -7.283 5.802 -5.726 0.36 -0.42 -0.10 0.1147
H -4.627 6.254 -5.946 0.06 -0.17 0.41 0.1071
H -5.129 7.716 -6.658 0.12 0.00 -0.94 0.1260
H -6.288 6.378 -8.352 -0.09 -0.49 -0.83 0.1282
H -5.861 4.773 -7.723 0.51 0.06 0.33 0.1168
H -3.341 7.916 -8.469 0.62 -0.38 -0.49 0.1364
H -4.911 7.868 -9.110 -0.04 0.13 -0.21 0.1234
H -2.574 7.616 -10.899 -0.27 0.59 -0.05 0.1156
H -4.322 7.757 -11.317 0.20 0.01 0.08 0.1212
H -2.493 5.335 -10.923 -0.08 -0.10 0.47 0.0943
H -3.746 5.513 -12.088 -0.44 0.06 0.11 0.0961
H -4.243 4.049 -9.830 -0.15 0.12 0.26 0.0877
H -5.580 5.148 -10.177 0.22 0.39 -0.46 0.1173
H -2.828 6.167 -7.125 0.30 0.38 -0.41 0.1246
H -2.032 5.522 -8.621 -0.37 0.25 -0.22 0.1364
H -3.376 3.415 -8.168 -0.21 -0.21 0.14 0.0681
H -3.810 3.951 -6.542 -0.56 0.74 -0.37 0.1225
H -0.968 3.530 -7.406 -0.08 -0.17 -0.22 0.0838
H -2.057 2.530 -6.400 0.36 -0.01 0.06 0.0906
H -1.537 4.141 -5.890 -0.01 -0.09 0.17 0.0927
C -3.353 -0.914 -16.477 0.63 -0.18 1.62 -0.1319
C -3.877 -0.859 -17.875 0.41 -0.90 1.09 -0.2532
C -5.416 -0.825 -17.948 1.76 1.18 -2.71 -0.2056
C -5.965 0.613 -17.811 0.71 0.06 1.84 -0.2875
P -7.727 0.725 -17.688 0.80 1.31 -0.39 1.0259
C -8.210 2.513 -17.181 0.09 -1.11 0.01 -0.2158
C -7.590 3.679 -17.974 -0.16 -0.79 -1.34 -0.2524
C -8.194 5.033 -17.675 -0.22 0.90 0.30 -0.2546
C -8.177 5.299 -16.173 -1.15 0.34 -0.37 -0.1097
C -8.277 -0.486 -16.480 0.02 -0.61 1.43 -0.2343
C -7.698 -0.464 -15.003 -0.24 1.71 -0.21 -0.2332
C -7.895 -1.749 -14.206 0.88 -0.19 -0.23 -0.2380
C -6.700 -2.693 -14.406 -0.04 1.22 -0.32 -0.0870
C -8.291 0.362 -19.374 -0.31 0.04 1.03 -0.2551
C -7.936 -1.001 -20.050 -0.06 0.96 0.62 -0.2237
C -9.014 -1.268 -21.078 -0.19 -1.39 -0.22 -0.2576
C -10.410 -1.322 -20.477 -0.37 0.47 -0.88 -0.1039
H -2.315 -1.249 -16.478 0.32 0.49 -0.11 0.0824
H -3.779 -1.699 -15.853 -0.63 -0.10 -0.14 0.0726
H -3.433 0.000 -15.888 0.04 0.15 -0.12 0.0372
H -3.499 -1.816 -18.235 -0.46 0.00 -0.84 0.1190
H -3.289 -0.091 -18.379 -0.68 0.24 -0.52 0.1188
H -5.786 -1.705 -17.422 -0.53 0.61 0.25 0.1118
H -5.541 -0.932 -19.026 -0.52 -0.99 0.07 0.0866
H -5.679 1.275 -18.628 0.14 -0.37 -0.36 0.1106
H -5.533 1.110 -16.942 0.04 0.02 0.41 0.0857
H -8.122 2.596 -16.098 0.43 -0.20 0.04 0.0571
H -9.288 2.572 -17.335 -0.23 -0.13 -0.17 0.1067
H -7.853 3.426 -19.002 0.13 0.21 -0.35 0.1032
H -6.504 3.768 -18.011 0.15 -0.41 0.62 0.1110
H -9.188 5.130 -18.111 -0.28 -0.30 0.32 0.1203
H -7.659 5.828 -18.195 0.40 -0.20 -0.08 0.1160
H -8.640 6.232 -15.852 0.40 0.45 -0.48 0.0836
H -7.145 5.269 -15.824 -0.17 -0.35 0.47 0.0773
H -8.903 4.612 -15.739 0.68 -0.51 0.54 0.0596
H -8.072 -1.507 -16.802 0.05 0.11 -0.74 0.0906
H -9.364 -0.417 -16.427 -0.15 0.02 0.07 0.1090
H -8.087 0.413 -14.486 -1.02 -0.12 0.10 0.0781
H -6.663 -0.137 -14.902 0.65 -0.60 -0.82 0.0935
H -8.792 -2.282 -14.523 -0.25 0.21 0.32 0.1193
H -7.904 -1.512 -13.142 -0.57 0.08 -0.03 0.1000
H -6.810 -3.555 -13.747 0.27 -0.29 -0.70 0.0905
H -5.770 -2.161 -14.206 0.08 0.05 0.77 0.0577
H -6.561 -2.814 -15.480 -0.32 -1.21 -0.07 0.0592
H -8.067 1.188 -20.049 0.28 0.18 0.20 0.1118
H -9.344 0.499 -19.129 -0.56 -0.53 -0.76 0.0712
H -7.812 -1.800 -19.320 -0.55 -0.12 0.12 0.1059
H -6.945 -0.957 -20.501 -0.11 0.35 -0.24 0.1059
H -8.842 -2.268 -21.476 0.31 0.03 -0.29 0.1174
H -8.945 -0.574 -21.916 -0.04 0.10 0.06 0.1219
H -10.437 -1.984 -19.612 -0.12 0.41 0.29 0.0867
H -11.152 -1.702 -21.179 0.27 -0.33 -0.19 0.0848
H -10.771 -0.301 -20.348 -0.15 -0.09 0.85 0.0673
C -4.508 0.187 -8.856 0.93 0.54 1.18 -0.5243
F -3.414 1.016 -8.858 -1.43 -0.63 -0.61 0.0991
F -4.405 -0.695 -9.839 -0.19 0.43 0.84 0.1691
F -4.497 -0.382 -7.612 -0.85 0.78 -2.53 0.1575
S -6.177 1.307 -9.089 3.16 -1.68 4.78 0.7745
O -7.257 0.359 -9.089 0.55 1.40 -0.58 -0.2138
O -5.930 2.243 -7.977 -1.09 -0.89 -3.12 -0.2569
N -5.907 2.026 -10.708 1.25 -0.66 3.32 -0.1669
S -7.321 2.147 -11.221 -4.76 3.88 -4.57 0.5732
O -7.895 0.960 -11.772 0.13 -0.65 0.27 -0.1271
O -8.233 2.980 -10.423 1.48 -1.12 -0.10 -0.1250
C -7.027 3.254 -12.868 -1.54 -0.14 0.99 -0.5841
F -8.102 3.303 -13.657 0.15 -0.30 1.02 0.1518
F -6.718 4.528 -12.559 0.57 -1.31 -0.21 0.1427
F -6.119 2.574 -13.543 1.12 0.54 -0.19 0.1413
```
Positions in Å, forces in eV/Å.